[1]
Density functional theory data (wB97M-V/def2-TZVPD) for C24H30Cl2CoN6O4S as an isolated structure.

Computed properties:
E_tot: -4263.2861 a.u.
spin multiplicity: 5
LUMO level (alpha / beta): -3.0 / -4.4 eV
highest occupied orbital energy (alpha / beta): -10.9 / -10.9 eV
total charge: +1
energy relative to the best compared isomer or geometry (same formula, charge and spin): 12.8 kcal per mole
Kohn-Sham gap (alpha / beta): 7.9 / 6.5 eV

```
68
C24H30Cl2CoN6O4S (wB97M-V/def2-TZVPD)
H -3.305 2.474 -1.043
H -0.787 -0.200 -1.236
H 0.804 0.089 -2.558
H -5.646 -0.488 0.990
H 2.189 3.967 -3.329
C 0.245 -1.821 -0.674
H 3.198 -1.184 0.462
C 4.577 1.311 4.500
H -1.180 -3.280 -3.010
N 1.436 0.830 -2.268
C 3.784 1.196 2.226
H -3.680 0.003 1.730
H -7.331 1.721 -2.254
H -2.672 -1.815 -0.785
C 2.237 0.975 4.052
C 2.531 -3.167 0.026
H -5.198 2.938 -2.512
H -1.637 -4.086 -0.094
N -3.314 0.559 0.968
H 0.212 2.298 -3.100
C -0.993 -3.940 -0.970
N 1.221 -1.075 -0.189
H 3.295 -3.665 0.621
C 4.833 1.352 3.158
N -0.741 -1.205 -1.375
C 4.167 1.213 0.848
C 2.129 3.164 -2.597
H -0.343 0.397 2.154
C -5.545 0.262 0.215
C -1.987 0.757 1.008
H 2.882 -3.128 -1.007
Cl 5.847 1.488 5.658
H -2.506 -1.251 -2.449
H 5.234 1.374 0.647
Cl 0.630 0.744 4.655
C -1.762 -3.263 -2.087
H -1.804 -0.359 2.716
O 1.531 2.839 -0.305
O 1.430 0.890 1.850
H -2.698 -3.792 -2.264
N -1.326 0.171 2.005
C -4.337 0.938 0.054
H 1.527 1.792 -4.159
H 1.314 -4.896 -0.414
H 5.843 1.499 2.800
C 1.269 2.022 -3.122
O 1.088 4.819 -1.192
C 2.287 -1.766 0.547
C -2.019 -1.834 -1.668
N 0.190 -3.171 -0.584
H -0.645 -4.926 -1.280
C 2.440 1.015 2.651
C 1.535 3.715 -1.319
C 3.264 1.119 4.948
O 3.435 1.044 -0.132
H 3.056 1.088 6.009
C 1.232 -3.933 0.092
H 3.136 2.793 -2.396
C -6.617 0.540 -0.611
H 2.027 -1.806 1.611
C -4.212 1.910 -0.929
H 0.945 -4.131 1.132
Co 1.364 1.033 -0.096
C -5.298 2.175 -1.753
S -1.116 1.706 -0.117
H -7.548 0.008 -0.473
H 2.378 0.460 -2.375
C -6.495 1.498 -1.608
```

---

[2]
Density functional theory data (wB97M-V/def2-TZVPD) for a 2-piece molecular cluster, C21H34Cl3IO4 overall at a distorted geometry.

Computed properties:
E_tot: -2799.7233 a.u.
LUMO level: -0.7 eV
SMILES string: COCCCCCCCCCCCCC1=C(CCCI)C(=O)OC1=O.ClC(Cl)Cl
highest occupied orbital energy: -9.0 eV
Kohn-Sham gap: 8.3 eV

```
63
C21H34Cl3IO4 (wB97M-V/def2-TZVPD)
H -2.615 -0.347 2.511
O 1.980 -2.015 0.850
H -3.442 -0.698 -1.126
H -2.858 -3.067 0.579
C -0.082 1.848 -2.051
H -0.280 -3.108 0.750
H 2.886 3.166 0.646
H -1.577 -0.117 -3.373
Cl -2.254 -3.915 -4.118
H 3.256 1.280 1.694
H -1.138 2.401 4.334
H -2.811 2.959 4.214
H 0.062 -0.216 -1.558
C -1.877 0.092 -2.352
O 1.648 0.158 1.490
C 0.697 0.740 2.302
C -0.197 -1.252 1.658
C 3.018 1.335 -0.426
C -2.202 1.750 2.536
C -1.006 -5.161 -4.174
H -1.036 3.125 -0.654
H -2.023 -3.098 -1.500
Cl 0.486 -4.520 -4.859
H -3.262 1.797 2.324
H -1.669 2.044 1.643
C -0.019 2.950 -0.998
C -1.813 -2.146 -1.041
H -1.356 -5.959 -4.814
H 0.889 1.642 -2.488
C -0.525 -0.113 2.277
H -1.196 -3.039 2.229
H -2.572 0.927 -2.410
H 4.756 -2.146 0.339
H 2.286 0.608 -0.761
C 1.233 -1.155 1.260
C -2.183 -2.227 0.445
H 0.680 3.329 0.978
C 2.372 2.704 -0.192
O 3.743 -0.537 1.040
C 0.881 2.617 0.184
Cl -0.720 -5.830 -2.566
H -0.749 -1.979 -1.161
H 3.749 1.441 -1.223
H 3.411 -1.658 -0.671
H -0.714 2.210 -2.856
O 0.914 1.749 2.974
C -0.960 -2.489 1.323
I -1.213 4.619 2.871
H 2.506 3.358 -1.043
C -2.663 -1.094 -1.768
H 4.907 -0.719 -0.673
H 0.697 1.620 0.573
C -1.819 0.279 2.880
C -1.910 2.741 3.664
H -1.789 0.173 3.959
H 4.769 1.248 0.818
H 0.345 3.859 -1.467
H -3.181 -1.578 -2.590
H -2.744 -1.354 0.742
H -0.983 0.655 -0.456
C -0.705 0.552 -1.500
C 4.222 -1.287 -0.048
C 3.751 0.850 0.831
```

---

[3]
Density functional theory data (wB97M-V/def2-TZVPD) for one molecule with the formula C4H5ClOS.

Computed properties:
E_tot: -1088.9433 a.u.
LUMO level: -0.1 eV
highest occupied orbital energy: -8.6 eV
energy relative to the best compared isomer or geometry (same formula, charge and spin): 47.3 kcal per mole
Kohn-Sham gap: 8.5 eV

```
12
C4H5ClOS (wB97M-V/def2-TZVPD)
H 2.464 0.157 0.117
O -0.213 1.048 1.271
C -2.311 0.174 -0.486
H 1.847 1.824 0.038
H 1.523 0.678 -1.281
C 1.636 0.787 -0.206
H 0.261 -1.394 -0.791
H 0.342 -1.736 0.954
Cl -3.977 0.403 -0.639
C 0.381 0.353 0.499
S -1.888 -1.229 0.328
C -0.064 -1.065 0.196
```

---

[4]
Density functional theory data (wB97M-V/def2-TZVPD) for C27H37Cl2N5O3PSW as an isolated structure at a distorted geometry.

Computed properties:
E_tot: -3277.1458 a.u.
spin multiplicity: 2
LUMO level (alpha / beta): -7.3 / -7.4 eV
highest occupied orbital energy (alpha / beta): -13.8 / -14.0 eV
total charge: +2
energy relative to the best compared isomer or geometry (same formula, charge and spin): 4.0 kcal per mole
Kohn-Sham gap (alpha / beta): 6.5 / 6.6 eV

```
77
C27H37Cl2N5O3PSW (wB97M-V/def2-TZVPD)
C 3.831 4.228 -2.853
H 2.067 2.092 -3.435
H 4.843 3.252 -1.223
H 3.088 3.286 -1.040
H -1.460 5.328 -2.129
C 3.771 2.578 -4.710
C 0.465 -4.624 2.959
H -2.041 -4.884 0.688
H 2.790 4.457 -3.101
C 4.559 3.738 -4.096
C 4.890 -1.016 -2.999
H 3.227 -3.559 -4.537
C 6.659 1.823 0.668
H 7.722 1.581 0.696
O 0.948 -1.504 1.203
N -0.712 2.400 -0.747
W 0.545 -0.140 -0.005
Cl 2.370 -2.767 3.434
H 5.560 3.403 -3.811
H 4.686 4.538 -4.823
H 6.575 2.807 0.207
H 2.725 -4.059 -2.271
C -1.068 3.293 -1.690
H 4.428 1.951 -5.314
H 5.704 -1.529 -2.480
H 0.900 -5.180 3.779
H 4.797 0.635 3.359
N 1.992 0.636 -0.749
C 5.197 0.627 2.344
C 5.960 0.790 -0.214
C 3.428 -3.236 -2.405
C -0.449 2.746 0.527
H 5.255 -0.033 -3.292
H 3.504 -0.366 1.449
C -1.195 -4.476 1.226
H 6.856 1.913 2.833
H 3.013 0.702 -3.940
H 4.233 -3.381 -1.681
C 2.742 -1.914 -2.092
C 6.063 1.855 2.089
H 5.306 -1.872 -4.912
P 3.526 0.592 -1.292
C 3.089 1.741 -3.622
H 2.267 -1.990 -1.108
C -1.227 -2.520 -0.219
H 1.961 -1.713 -2.837
N 3.740 -0.835 -2.072
H 3.670 -1.276 -4.744
H 6.171 0.993 -1.265
S -0.039 1.480 1.656
H 4.274 5.145 -2.465
C -0.902 5.024 -0.060
C -1.169 4.621 -1.367
H 6.326 -0.218 -0.001
Cl -1.270 -6.676 2.763
C -0.659 -3.218 0.852
H 4.812 -3.935 -3.900
C -0.639 -5.158 2.272
O -0.679 1.105 -1.106
C 3.989 -3.224 -3.832
C -0.542 4.086 0.885
C 4.024 0.595 1.373
C 1.010 -3.406 2.606
H 2.998 2.964 -5.376
H -2.053 -2.958 -0.778
H -1.263 2.874 -2.666
H 3.316 1.384 1.640
C 4.465 -1.816 -4.221
H 5.794 -0.283 2.249
H 5.448 2.749 2.217
N 3.864 1.791 -2.362
C 3.903 3.159 -1.764
N 4.498 0.839 -0.010
C 0.447 -2.679 1.557
H -0.975 6.067 0.215
O -0.846 -1.366 -0.613
H -0.332 4.363 1.909
```

---

[5]
Density functional theory data (wB97M-V/def2-TZVPD) for a 2-piece molecular cluster, C4H10N3 overall at a distorted geometry.

Computed properties:
E_tot: -322.4043 a.u.
LUMO level: -3.1 eV
highest occupied orbital energy: -13.0 eV
total charge: +1
energy relative to the best compared isomer or geometry (same formula, charge and spin): 35.3 kcal per mole
Kohn-Sham gap: 9.9 eV

```
17
C4H10N3 (wB97M-V/def2-TZVPD)
N -0.151 0.809 2.345
H -1.157 0.391 -3.065
H -1.318 1.408 -1.613
H -0.207 1.291 3.224
H 0.416 1.227 1.629
H -1.968 -1.168 0.679
H -1.778 -0.331 2.817
N 0.338 0.265 -1.721
N -1.217 -0.498 0.797
H -0.142 1.846 -2.893
C 1.827 -1.274 -0.337
C -1.128 -0.050 1.984
C -0.617 1.023 -2.357
H 2.763 -1.450 -0.873
H 2.045 -0.879 0.655
H 1.288 -2.218 -0.218
C 1.005 -0.392 -1.053
```

---

[6]
Density functional theory data (wB97M-V/def2-TZVPD) for a 2-piece molecular cluster, C5H12S overall at a distorted geometry.

Computed properties:
E_tot: -595.7749 a.u.
LUMO level: 0.8 eV
SMILES string: C=CC.CSC
highest occupied orbital energy: -8.4 eV
energy relative to the best compared isomer or geometry (same formula, charge and spin): 67.2 kcal per mole
Kohn-Sham gap: 9.2 eV

```
18
C5H12S (wB97M-V/def2-TZVPD)
H 3.122 3.041 -2.812
C 0.087 -2.187 3.295
H -2.762 -3.718 1.418
H -1.839 -2.747 0.291
H 0.494 -3.295 3.112
C -0.245 2.441 -2.169
H -0.483 1.303 -2.146
H -0.457 2.775 -3.175
H 0.146 -2.068 4.383
H 1.629 1.917 -1.219
H -0.987 3.013 -1.621
C -1.836 -3.316 1.329
C 2.065 3.377 -2.687
C 1.224 2.742 -1.785
S -1.521 -1.971 2.475
H 0.890 -1.402 2.961
H 1.604 4.245 -3.204
H -1.129 -4.149 1.552
```